{
  "formula": "C26H35N3O3",
  "method": "ωB97M-V/def2-TZVPD",
  "elements": ["C", "H", "H", "H", "C", "H", "H", "C", "C", "C", "H", "H", "C", "N", "C", "O", "C", "C", "C", "C", "C", "C", "H", "H", "O", "C", "C", "C", "N", "C", "C", "H", "H", "H", "H", "C", "C", "N", "C", "C", "C", "C", "H", "H", "H", "H", "H", "H", "H", "H", "H", "H", "H", "H", "H", "C", "C", "H", "H", "H", "H", "H", "H", "H", "O", "H", "H"],
  "positions_angstrom": [[-8.072, -2.055, 1.061], [-7.230, -1.825, 1.710], [-8.343, -3.097, 1.220], [-8.921, -1.444, 1.360], [-7.721, -1.835, -0.408], [-6.868, -2.458, -0.680], [-8.568, -2.148, -1.023], [-7.416, -0.374, -0.780], [-6.292, 0.273, 0.055], [-4.979, -0.510, -0.002], [-5.101, -1.514, 0.404], [-4.655, -0.598, -1.041], [-3.893, 0.211, 0.804], [-3.717, 1.562, 0.331], [-2.639, 2.021, -0.350], [-2.628, 3.109, -0.897], [-1.430, 1.139, -0.359], [-0.936, 0.652, -1.565], [0.221, -0.094, -1.595], [0.933, -0.356, -0.421], [0.449, 0.146, 0.784], [-0.723, 0.883, 0.807], [-1.083, 1.274, 1.748], [0.971, -0.026, 1.712], [2.048, -1.111, -0.578], [2.936, -1.320, 0.510], [3.760, -0.061, 0.809], [4.692, 0.252, -0.372], [5.565, -0.844, -0.734], [4.785, -2.023, -1.042], [3.865, -2.468, 0.103], [4.456, -2.768, 0.970], [3.264, -3.319, -0.218], [5.464, -2.834, -1.315], [4.166, -1.784, -1.911], [6.669, -1.078, 0.184], [7.659, 0.055, 0.107], [8.535, 0.003, -0.887], [9.406, 0.984, -1.020], [9.463, 2.078, -0.169], [8.560, 2.131, 0.880], [7.644, 1.103, 1.023], [6.933, 1.110, 1.837], [8.570, 2.959, 1.575], [10.193, 2.858, -0.319], [10.095, 0.885, -1.849], [6.349, -1.211, 1.232], [7.175, -1.987, -0.146], [5.299, 1.131, -0.149], [4.077, 0.478, -1.249], [4.338, -0.230, 1.720], [3.099, 0.791, 0.978], [2.363, -1.621, 1.401], [0.608, -0.485, -2.523], [-1.468, 0.866, -2.480], [-4.927, 2.357, 0.377], [-6.030, 1.697, -0.445], [-6.943, 2.289, -0.387], [-5.720, 1.659, -1.491], [-4.685, 3.344, -0.021], [-5.240, 2.455, 1.423], [-2.951, -0.332, 0.725], [-4.189, 0.248, 1.860], [-6.625, 0.331, 1.099], [-8.586, 0.413, -0.727], [-8.910, 0.410, 0.181], [-7.122, -0.348, -1.836]],
  "nbo_charge": [-0.6160, 0.2004, 0.2190, 0.1942, -0.4215, 0.2037, 0.2150, 0.1125, -0.2480, -0.4039, 0.2096, 0.2049, -0.2132, -0.4385, 0.6753, -0.6203, -0.1625, -0.1554, -0.2786, 0.3916, -0.3314, -0.1686, 0.2165, 0.2192, -0.5267, 0.1003, -0.4575, -0.2266, -0.4319, -0.2141, -0.4347, 0.2046, 0.2210, 0.2024, 0.2050, -0.2518, 0.2083, -0.4154, 0.0454, -0.2632, -0.1689, -0.2597, 0.2140, 0.2160, 0.2195, 0.1917, 0.1617, 0.2238, 0.2090, 0.2061, 0.2037, 0.2221, 0.1778, 0.2247, 0.2231, -0.2268, -0.3975, 0.2278, 0.2035, 0.2501, 0.1833, 0.2295, 0.1851, 0.1899, -0.7142, 0.4583, 0.1776],
  "charge": 0,
  "e_tot_ev": -38143.45262,
  "relative_energy_kj_mol": 40.5,
  "smiles": "CC[C@@H](O)C1CCN(C(=O)c2ccc(OC3CCN(Cc4ccccn4)CC3)cc2)CC1",
  "e_homo_ev": -8.29
}



{
  "formula": "C16H19LuN10O9S",
  "method": "ωB97M-V/def2-TZVPD",
  "elements": ["Lu", "O", "C", "C", "C", "N", "C", "C", "C", "O", "O", "C", "O", "O", "H", "H", "H", "O", "N", "N", "O", "C", "C", "C", "C", "C", "C", "H", "H", "H", "H", "H", "N", "N", "C", "N", "N", "N", "O", "O", "H", "H", "H", "H", "H", "C", "N", "C", "N", "S", "H", "H", "H", "H", "H", "H"],
  "positions_angstrom": [[9.486, 9.503, 12.245], [8.354, 4.985, 16.834], [8.646, 5.962, 15.944], [8.024, 7.215, 15.964], [8.277, 8.098, 14.946], [9.186, 7.909, 14.043], [9.952, 6.846, 14.142], [9.656, 5.794, 14.998], [11.114, 6.915, 13.126], [11.837, 5.952, 12.906], [11.306, 8.090, 12.605], [7.620, 9.507, 14.874], [6.741, 9.789, 15.670], [8.201, 10.269, 14.045], [7.691, 5.274, 17.455], [7.329, 7.597, 16.778], [10.270, 4.906, 15.032], [10.162, 9.604, 9.967], [9.965, 8.556, 9.250], [9.332, 7.630, 9.899], [8.815, 7.802, 11.080], [8.762, 6.627, 9.103], [7.916, 6.988, 8.080], [7.531, 6.117, 7.076], [7.925, 4.781, 7.262], [8.809, 4.435, 8.299], [9.220, 5.349, 9.254], [7.657, 8.014, 8.025], [6.978, 6.350, 6.170], [7.653, 4.017, 6.530], [9.283, 3.454, 8.313], [9.883, 5.049, 9.969], [13.870, 9.130, 13.025], [13.741, 9.270, 11.579], [12.961, 10.191, 11.031], [13.338, 10.657, 9.852], [11.965, 10.679, 11.792], [11.167, 11.678, 11.267], [10.074, 11.757, 11.792], [11.525, 12.452, 10.369], [13.313, 8.299, 13.304], [13.368, 9.967, 13.378], [14.632, 9.097, 11.152], [14.105, 10.216, 9.456], [12.671, 11.222, 9.292], [5.344, 11.547, 13.089], [5.283, 10.121, 12.769], [6.114, 9.471, 12.000], [6.099, 8.128, 12.031], [7.055, 10.386, 10.858], [4.334, 11.984, 12.923], [6.055, 12.003, 12.404], [5.736, 11.675, 14.088], [4.802, 9.554, 13.443], [5.551, 7.650, 12.714], [6.870, 7.671, 11.526]],
  "nbo_charge": [1.9135, -0.6455, 0.3542, -0.3124, 0.1245, -0.5427, 0.1485, -0.2801, 0.7582, -0.6438, -0.8471, 0.7627, -0.6646, -0.8095, 0.4896, 0.2530, 0.2542, -0.6005, 0.2085, 0.1491, -0.6929, 0.0802, -0.1535, -0.2223, -0.1943, -0.2046, -0.1904, 0.2245, 0.2276, 0.2148, 0.2172, 0.2323, -0.6269, -0.3949, 0.6403, -0.7583, -0.4919, 0.6485, -0.4241, -0.3961, 0.3978, 0.3659, 0.3877, 0.3919, 0.4508, -0.4296, -0.5547, 0.3780, -0.7980, -0.3123, 0.1994, 0.2491, 0.2381, 0.3865, 0.3924, 0.4521],
  "charge": 0,
  "e_tot_ev": -94684.60870,
  "relative_energy_kj_mol": 12.0,
  "e_homo_ev": -8.27
}